(1)
The following is a DFT calculation (the ωB97M-V functional and the def2-TZVPD basis) of a cluster of 2 separate species, C3H12NO in total in a non-equilibrium geometry.

Geometry as XYZ:
```
17
Properties=species:S:1:pos:R:3:forces:R:3:lowdin_charge:R:1
C -0.684484 1.480446 -0.011779 -0.241 -2.175 1.005 -0.164
C -0.670310 0.929306 1.408084 -0.382 0.350 -1.688 -0.265
C 0.304060 -0.170587 1.594638 3.189 -1.249 -0.314 -0.104
N -1.847445 2.365646 -0.307502 -2.019 -0.910 -0.182 0.172
H 0.130150 2.094610 -0.172108 2.210 0.387 -0.974 0.114
H -0.887672 0.541717 -0.618644 1.281 1.407 0.106 0.163
H -1.634709 0.546502 1.492179 -2.004 -0.873 0.752 0.094
H -0.566630 1.693975 2.135436 0.385 0.801 0.720 0.118
H 1.354577 0.169122 1.278763 -1.278 -0.224 0.906 0.114
H 0.294971 -0.435633 2.652174 0.382 0.064 -0.023 0.085
H 0.280195 -1.169186 1.064617 -1.044 1.288 0.112 0.105
H -2.195421 1.681487 -1.000413 -1.362 1.351 0.179 0.168
H -2.518261 2.418831 0.526471 0.987 0.401 -1.616 0.207
H -1.672905 3.251687 -0.831179 -0.095 -0.616 1.004 0.193
H 2.255555 -4.104620 -1.443918 -0.779 -1.519 1.515 -0.010
H 2.961378 -4.729149 -2.832485 -0.736 0.129 1.458 0.060
O 2.679412 -3.994232 -2.255504 1.506 1.389 -2.961 -0.051
```
Positions in Å, forces in eV/Å.

The orbital gap is 9.515 eV. The value obtained for the LUMO energy is -0.1441 Eh. The energy is -6835.09389 eV. The total charge is +1. The energy relative to the best compared isomer or geometry (same formula, charge and spin) is 223.90 kJ/mol.

(2)
The following is a DFT calculation (the ωB97M-V functional and the def2-TZVPD basis) of an isolated molecule of C2H7N3O in a non-equilibrium geometry.

Geometry as XYZ:
```
13
Properties=species:S:1:pos:R:3:forces:R:3:lowdin_charge:R:1
C -1.883122 0.270366 -0.264548 0.183 -0.200 -0.172 -0.028
N -0.716091 0.729755 -0.126307 -1.026 -0.652 1.199 0.005
C 0.457894 -0.176409 0.077311 -0.949 0.608 -0.340 -0.782
N 1.268924 0.288397 -1.010733 -0.478 3.320 -0.045 0.060
N 1.107221 0.108309 1.328152 -0.001 -0.269 0.022 0.104
O 0.111766 -1.524053 -0.010068 -0.034 0.229 0.067 0.011
H -2.698984 0.948790 -0.481138 -0.047 0.191 0.049 0.066
H -2.121134 -0.790226 -0.232894 0.089 -0.152 0.079 0.075
H 0.762298 1.323746 -1.000944 2.372 -2.771 -0.917 0.146
H 0.954001 -0.127223 -1.882104 -0.153 -0.114 0.107 0.072
H 1.314976 1.097975 1.396208 0.080 -0.080 -0.059 0.079
H 0.505049 -0.142846 2.103817 -0.084 0.029 -0.061 0.084
H 0.937202 -2.006580 0.103247 0.049 -0.139 0.071 0.107
```
Positions in Å, forces in eV/Å.

Its SMILES is C=NC(N)(N)O. The orbital gap is 10.599 eV. The value obtained for the LUMO energy is 0.0322 Eh. The energy is -8704.18899 eV. The total charge is 0. The energy relative to the best compared isomer or geometry (same formula, charge and spin) is 201.46 kJ/mol.

(3)
The following is a DFT calculation (the ωB97M-V functional and the def2-TZVPD basis) of a cluster of 3 separate species, C5H12N3O2 in total in a non-equilibrium geometry.

Geometry as XYZ:
```
22
Properties=species:S:1:pos:R:3:forces:R:3:lowdin_charge:R:1
C 0.824057 -0.802077 0.062557 -0.427 2.165 -1.924 0.026
C 1.015485 -1.533953 1.185744 -0.435 -0.150 0.785 -0.452
C 0.300847 0.016171 -0.762614 1.183 -2.323 0.834 -0.217
C -0.145211 -1.966398 1.972238 -2.301 0.438 -1.605 -0.006
C -2.683855 2.159412 -0.971967 1.233 -1.211 2.305 -0.253
N -2.299210 1.687230 -2.075774 -0.740 0.340 -4.098 0.179
N -3.685978 2.981459 -0.868672 -1.382 0.103 -1.278 0.160
N 4.169718 -1.236162 0.396003 2.562 -1.669 1.702 0.056
O -0.061382 0.672752 -1.698669 0.595 0.151 0.329 0.010
O 2.123548 -1.963188 1.647633 0.881 -0.619 -1.150 0.074
H -2.192344 1.803980 -0.011467 -0.350 0.773 -1.333 0.188
H 0.106627 -2.343384 2.937141 0.058 0.212 0.811 0.081
H -0.926121 -1.127769 1.876349 0.945 -1.546 0.720 0.119
H -0.531397 -2.847813 1.387897 0.039 0.740 0.529 0.124
H -2.842716 2.111887 -2.863240 0.989 -0.882 0.493 0.165
H -1.403820 1.187178 -2.302573 -0.564 0.026 1.043 0.087
H -3.655207 3.359346 0.046293 -1.538 1.047 0.535 0.114
H -4.380892 3.139407 -1.678489 1.560 0.168 2.283 0.196
H 5.046500 -1.861643 0.708995 -2.617 2.035 -1.214 0.152
H 4.333137 -0.253186 0.669443 -0.154 -0.895 -0.467 0.087
H 3.957569 -1.356280 -0.571014 0.509 0.286 -0.891 0.048
H 2.930645 -1.826967 0.914187 -0.043 0.811 1.592 0.063
```
Positions in Å, forces in eV/Å.

The orbital gap is 8.950 eV. The value obtained for the LUMO energy is -0.0990 Eh. The energy is -13936.66016 eV. The total charge is +1. The energy relative to the best compared isomer or geometry (same formula, charge and spin) is 139.66 kJ/mol.